Record 1
A single C3H6OS molecule. Source: the Open Molecules 2025 dataset; level of theory: the ωB97M-V functional and the def2-TZVPD basis.

XYZ file:
```
11
Properties=species:S:1:pos:R:3:forces:R:3
C 1.096248 -0.378641 -0.421282 2.28 1.25 -0.48
C -0.056243 -0.372643 0.610607 0.52 -2.74 0.24
C -1.304286 0.240428 0.112027 -0.05 0.87 -0.09
H 1.583498 0.694799 -0.597654 -0.65 -2.24 0.67
H 1.914988 -1.181298 -0.247242 -1.18 1.72 0.49
H 0.822552 -0.662825 -1.427992 -0.90 -0.01 -0.21
H 0.226434 0.173124 1.577788 -0.31 -1.22 -1.18
H -0.315304 -1.478878 0.688997 0.48 1.39 0.89
H -0.074840 1.794846 -0.074950 -3.47 -1.00 0.21
O -1.112035 1.540635 -0.058852 2.94 2.32 -0.69
S -2.781017 -0.369542 -0.161450 0.34 -0.35 0.15
```
Positions in Å, forces in eV/Å.

Results
Energy above the lowest of the compared OMol25 structures with the same formula, charge and spin: 112.7 kJ/mol
E_LUMO: 0.36 eV
Strongest force on any atom: 0.0740 Eh/bohr
Orbital gap: 9.11 eV
SMILES string: CCC(O)=S

***

Record 2
A single C4H9N molecule. Source: the Open Molecules 2025 dataset; level of theory: the ωB97M-V functional and the def2-TZVPD basis.

XYZ file:
```
14
Properties=species:S:1:pos:R:3:forces:R:3
C 1.813124 0.330617 0.197348 0.07 0.04 0.04
C 0.638349 -0.403426 -0.426528 -0.02 -0.01 0.20
N -0.584741 0.400212 -0.279906 0.12 -0.14 0.20
C -1.906739 -0.254019 -0.229682 -0.02 0.02 -0.26
C -1.475633 0.439706 1.015028 0.13 -0.30 0.21
H 2.011709 1.270188 -0.330758 -0.02 -0.12 0.08
H 1.598749 0.560967 1.244932 0.05 -0.02 -0.13
H 2.719730 -0.279046 0.148337 -0.12 0.08 0.00
H 0.445064 -1.340860 0.105647 0.01 0.13 -0.05
H 0.848390 -0.660528 -1.476729 -0.26 0.23 0.18
H -1.806194 -1.334978 -0.373851 0.04 0.19 0.00
H -2.667033 0.172502 -0.887965 0.14 0.03 0.20
H -0.527841 1.370761 -0.534772 0.04 -0.05 -0.68
H -0.984196 -0.290778 1.673983 -0.16 -0.07 0.00
```
Positions in Å, forces in eV/Å.

Results
Energy above the lowest of the compared OMol25 structures with the same formula, charge and spin: 319.9 kJ/mol
E_LUMO: 0.96 eV
Strongest force on any atom: 0.0133 Eh/bohr
Orbital gap: 8.21 eV

***

Record 3
A molecular structure, C36H28AsF6N5O2PRu. Source: the Open Molecules 2025 dataset; level of theory: the ωB97M-V functional and the def2-TZVPD basis.

XYZ file:
```
80
Properties=species:S:1:pos:R:3:forces:R:3
Ru 1.421590 0.129160 0.091616 0.24 0.47 0.00
O 2.538680 1.841223 3.580112 0.02 0.05 -0.12
C 2.226802 1.552675 2.448389 -0.03 0.06 0.13
N 1.763671 0.332068 2.006303 0.02 0.15 -0.14
C 1.607182 -0.782260 2.808862 -0.03 -0.07 0.03
C 1.775795 -0.819846 4.184597 -0.03 -0.06 0.01
C 1.573622 -2.014694 4.855777 0.00 -0.01 0.01
C 1.185000 -3.187556 4.179722 -0.01 0.03 -0.08
C 1.032253 -3.183598 2.825650 0.03 0.08 0.02
C 1.259058 -1.981608 2.080025 -0.03 -0.06 0.27
N 1.113882 -1.878557 0.749404 -0.12 -0.13 -0.23
C 1.185353 -3.109233 0.016693 0.26 0.21 -0.04
O 1.977720 -3.952986 0.335415 -0.08 -0.08 0.06
C 0.255341 -3.348032 -1.135880 -0.02 -0.07 0.06
C 0.033265 -4.673399 -1.485510 -0.05 -0.04 -0.05
C -0.824048 -4.941037 -2.539220 0.01 -0.01 -0.01
C -1.411649 -3.880663 -3.209079 0.01 0.02 0.02
C -1.116249 -2.593251 -2.791209 -0.02 0.01 -0.04
N -0.306963 -2.324188 -1.769269 -0.02 0.04 0.02
C 2.300905 2.571069 1.337896 -0.02 0.07 0.11
C 2.861450 3.811259 1.566262 -0.05 -0.03 -0.04
C 2.920921 4.710592 0.513640 0.01 0.01 0.01
C 2.409726 4.343726 -0.722173 -0.04 -0.06 0.01
C 1.858959 3.084643 -0.869923 -0.02 0.05 -0.04
N 1.804454 2.219241 0.143029 0.11 -0.21 0.05
H 2.066326 0.069824 4.717360 0.00 -0.03 -0.02
H 1.710766 -2.040826 5.928298 -0.01 -0.01 0.01
H 1.006276 -4.091782 4.742712 0.00 -0.04 0.00
H 0.727231 -4.078132 2.308013 0.00 -0.03 0.00
H 0.534105 -5.461208 -0.943047 0.01 0.00 0.01
H -1.019896 -5.961186 -2.839491 -0.01 -0.01 0.00
H -2.076403 -4.041075 -4.045794 -0.02 0.00 0.00
H -1.543654 -1.734772 -3.299371 -0.01 0.00 -0.01
H 3.241948 4.034807 2.552034 0.01 0.00 0.02
H 3.366361 5.685933 0.652950 0.00 0.01 0.00
H 2.442618 5.014832 -1.567197 0.00 0.02 -0.02
H 1.445389 2.756033 -1.814909 0.03 0.02 0.01
N 1.024524 0.119912 -2.059517 0.06 -0.02 0.07
C -0.141882 0.757133 -2.628714 0.08 0.02 -0.07
C -0.161064 1.023274 -3.993018 -0.07 0.05 0.03
C -1.275742 1.612132 -4.567032 0.00 0.00 0.04
C -2.376225 1.935631 -3.781298 0.05 -0.03 0.00
C -2.350175 1.674540 -2.422928 -0.03 0.01 -0.01
C -1.236167 1.076201 -1.829969 -0.04 0.07 -0.02
P -1.147618 0.798537 -0.042261 -0.01 -0.28 0.00
C -2.177958 -0.630736 0.364862 -0.06 0.04 0.01
C -3.133785 -1.159370 -0.495424 0.01 0.00 -0.04
C -3.861954 -2.278684 -0.122825 0.02 -0.02 0.04
C -3.647580 -2.869231 1.114859 0.00 0.00 0.00
C -2.707558 -2.335821 1.986578 -0.02 0.00 -0.02
C -1.974025 -1.222265 1.610270 0.03 -0.01 0.04
C -1.994549 2.232244 0.670259 0.04 -0.01 0.03
C -3.102158 2.088224 1.500138 -0.01 0.00 0.04
C -3.704010 3.209794 2.054570 0.02 0.00 -0.01
C -3.206501 4.473879 1.784616 0.00 0.03 -0.01
C -2.101546 4.623851 0.955034 -0.03 -0.03 0.02
C -1.495801 3.508769 0.404561 0.01 0.03 -0.01
H 0.940345 -0.885916 -2.221420 -0.03 -0.05 -0.03
H 1.880695 0.441279 -2.512935 -0.05 -0.08 0.00
H 0.696921 0.763436 -4.600216 0.03 0.00 -0.02
H -1.283267 1.821764 -5.627476 -0.01 0.00 -0.03
H -3.245303 2.399610 -4.224978 -0.02 0.02 -0.02
H -3.194839 1.954453 -1.805232 -0.01 0.00 0.01
H -3.303175 -0.711450 -1.465634 0.00 0.02 -0.03
H -4.598220 -2.690494 -0.798899 -0.03 -0.01 -0.02
H -4.217870 -3.741808 1.403032 -0.01 -0.02 0.00
H -2.543977 -2.787206 2.955849 0.00 -0.01 0.02
H -1.237378 -0.812878 2.294604 -0.02 0.02 -0.02
H -3.504162 1.106880 1.713322 0.00 -0.01 -0.01
H -4.566148 3.091090 2.695622 -0.03 0.00 0.02
H -3.680171 5.344874 2.216064 0.00 0.02 0.01
H -1.714257 5.609665 0.738876 0.01 0.03 -0.01
H -0.642014 3.638021 -0.248891 0.01 -0.02 -0.01
F 2.977504 -1.448973 -1.318157 0.01 -0.05 -0.01
As 4.599765 -0.772905 -0.951198 0.29 -0.31 0.14
F 4.869633 -0.613010 -2.641843 -0.11 0.04 0.14
F 5.255309 -2.348650 -0.906514 -0.07 0.19 -0.02
F 6.063463 0.007478 -0.550299 -0.16 -0.03 -0.02
F 4.131510 -0.877102 0.735552 0.01 0.07 -0.22
F 3.739603 0.796655 -0.974642 -0.03 -0.02 -0.05
```
Positions in Å, forces in eV/Å.

Results
Total charge: +1
Energy above the lowest of the compared OMol25 structures with the same formula, charge and spin: 5.4 kJ/mol
Spin multiplicity: 5
E_LUMO (alpha / beta): -3.17 / -5.51 eV
Strongest force on any atom: 0.0103 Eh/bohr
Orbital gap (alpha / beta): 7.45 / 6.47 eV